Molecular formula: C4H11O3
Method: DFT, wB97M-V/def2-TZVPD

The geometry in XYZ format:
```
18
Properties=species:S:1:pos:R:3:lowdin_spin:R:1
C 3.2097 -0.6196 -0.0052 0.11
O 3.6716 0.1689 0.9922 0.82
C 1.8571 0.0760 -0.7758 -0.01
C 0.6566 -0.2516 0.0096 0.00
C -0.7696 0.0944 -0.0837 0.00
O -3.4148 1.2934 0.7705 0.00
H 3.8934 -0.8491 -0.8013 0.04
H 2.8389 -1.6031 0.2393 0.04
H 1.9687 0.5948 -1.6978 0.00
H 1.4158 0.7329 0.1534 0.00
H 0.9472 -0.9974 0.7212 0.00
H -1.1648 -0.3711 -0.9701 0.00
H -1.4126 -0.3017 0.7182 0.00
H -0.7965 1.1833 -0.1962 0.00
H -4.3238 1.3865 0.3756 0.00
H -3.8851 -1.5432 -1.2600 0.00
H -3.2164 0.4713 0.2406 0.00
O -3.5053 -0.7747 -0.8116 0.01
```

Values from the calculation:
HOMO-LUMO gap (spin up / spin down) = 4.511 / 2.599 eV
max |F| = 0.0849 hartree/bohr
energy relative to the best compared isomer or geometry (same formula, charge and spin) = 143.8 kcal/mol
total energy = -10459.6985 eV
multiplicity = 2
⟨S²⟩ = 0.755


Molecular formula: C4H11OP
Method: DFT, wB97M-V/def2-TZVPD

The geometry in XYZ format:
```
17
Properties=species:S:1:pos:R:3:nbo_charge:R:1
C 1.4910 0.7621 0.1250 -0.62
C 0.4850 -0.4358 0.2163 -0.54
C 1.2264 -1.5602 -0.4528 -0.61
P -1.1825 -0.2656 -0.5861 1.09
C -1.6713 1.4733 -0.1700 -1.01
O -1.8470 -1.1172 0.6310 -1.00
H 2.0612 0.7824 -0.8877 0.20
H 1.0127 1.7551 0.1118 0.21
H 2.3588 0.6915 0.9088 0.22
H 0.2793 -0.6963 1.1985 0.23
H 0.8141 -1.6623 -1.4561 0.21
H 0.9327 -2.5678 -0.0569 0.21
H 2.2645 -1.4175 -0.3832 0.21
H -2.8150 1.5262 -0.1938 0.24
H -1.2267 2.3162 -0.7171 0.24
H -1.4542 1.7327 0.9929 0.22
H -2.7291 -1.3169 0.7194 0.50
```

Values from the calculation:
HOMO-LUMO gap = 9.387 eV
SMILES = CC(C)P(C)O
max |F| = 0.0713 hartree/bohr
energy relative to the best compared isomer or geometry (same formula, charge and spin) = 22.3 kcal/mol
total energy = -15661.8932 eV
multiplicity = 1


Molecular formula: C4H11OP
Method: DFT, wB97M-V/def2-TZVPD

The geometry in XYZ format:
```
17
Properties=species:S:1:pos:R:3:nbo_charge:R:1
C 3.1563 0.4285 -0.7593 -0.41
C 2.8055 0.3398 0.5260 -0.18
C 1.5516 -0.2221 1.0556 -0.66
H 4.1185 0.9159 -1.0332 0.19
H 2.6364 0.1221 -1.7000 0.20
H 3.4511 0.7113 1.2594 0.19
H 0.8384 0.6585 1.1197 0.22
H 1.0353 -1.0369 0.4270 0.23
H 1.7003 -0.3732 2.1156 0.22
C -2.0742 0.5869 -0.6635 -0.94
P -2.2640 -1.1389 0.0562 0.88
O -3.8333 -0.8829 0.1961 -1.02
H -1.2738 0.9482 -1.2525 0.23
H -2.2925 1.2925 0.1474 0.22
H -2.9753 0.5343 -1.3833 0.23
H -2.2220 -1.7711 -1.1197 -0.11
H -4.3583 -1.1129 1.0087 0.52
```

Values from the calculation:
HOMO-LUMO gap = 9.691 eV
SMILES = C=CC.CPO
max |F| = 0.0717 hartree/bohr
energy relative to the best compared isomer or geometry (same formula, charge and spin) = 45.6 kcal/mol
total energy = -15660.8844 eV
multiplicity = 1


Molecular formula: C4H11OS
Method: DFT, wB97M-V/def2-TZVPD

The geometry in XYZ format:
```
17
Properties=species:S:1:pos:R:3:nbo_charge:R:1
C 2.3182 -2.4166 -0.6033 -0.75
S 1.6222 -1.1130 0.4115 0.20
C 1.1192 0.0836 -0.8248 -0.77
H 3.0629 -2.0310 -1.3001 0.20
H 1.5489 -2.9689 -1.1430 0.20
H 2.8173 -3.0986 0.0855 0.22
H 0.5025 0.8231 -0.3105 0.27
H 1.9710 0.6156 -1.2567 0.20
H 0.5555 -0.3468 -1.6515 0.21
C -1.5992 1.9377 0.5046 0.01
O -2.2864 3.0643 0.6545 -0.94
C -2.2694 0.6885 1.1246 -0.65
H -0.5696 2.0011 0.9758 0.05
H -1.4140 1.6606 -0.5865 0.04
H -1.7811 -0.2696 0.8835 0.16
H -3.3171 0.6213 0.8166 0.18
H -2.2810 0.7487 2.2199 0.18
```

Values from the calculation:
HOMO-LUMO gap = 5.175 eV
net charge = -1
max |F| = 0.0112 hartree/bohr
energy relative to the best compared isomer or geometry (same formula, charge and spin) = 44.0 kcal/mol
total energy = -17208.2887 eV
multiplicity = 1